Record 1
55
Properties=species:S:1:pos:R:3 method="wB97M-V/def2-TZVPD" e_homo_ev=-8.48 smiles="COc1cccc(NC(=O)c2cc([N+](=O)[O-])ccc2NC(=O)CNC[C@H]2CCCO2)c1" total_charge=0 orbital_gap_ev=7.8
C 4.063 1.185 1.528
O 4.055 2.471 0.943
C 2.880 2.966 0.487
C 2.932 4.228 -0.110
C 1.783 4.800 -0.615
C 0.572 4.132 -0.544
C 0.516 2.879 0.057
N -0.728 2.227 0.079
C -1.061 1.057 0.668
O -0.290 0.380 1.336
C -2.468 0.613 0.416
C -3.494 1.533 0.277
C -4.798 1.108 0.054
N -5.835 2.087 -0.091
O -6.973 1.691 -0.229
O -5.509 3.259 -0.074
C -5.099 -0.249 -0.032
C -4.095 -1.175 0.121
C -2.775 -0.771 0.363
N -1.759 -1.677 0.539
C -1.799 -3.040 0.582
O -2.780 -3.725 0.405
C -0.431 -3.651 0.885
N 0.614 -2.661 1.021
C 1.975 -3.094 0.747
C 2.527 -2.514 -0.573
C 1.714 -2.879 -1.826
C 0.892 -1.619 -2.082
C 1.856 -0.540 -1.601
O 2.543 -1.094 -0.495
C 1.665 2.296 0.579
H 5.105 0.985 1.772
H 3.467 1.165 2.446
H 3.692 0.423 0.836
H 3.881 4.735 -0.166
H 1.827 5.775 -1.075
H -0.323 4.581 -0.949
H -1.451 2.711 -0.437
H -3.324 2.595 0.374
H -6.119 -0.552 -0.209
H -4.309 -2.230 0.071
H -0.839 -1.273 0.756
H -0.198 -4.318 0.051
H -0.560 -4.293 1.773
H 0.564 -2.202 1.921
H 2.053 -4.187 0.699
H 2.638 -2.744 1.541
H 3.565 -2.868 -0.667
H 2.388 -3.063 -2.663
H 1.101 -3.764 -1.677
H -0.007 -1.624 -1.467
H 0.616 -1.494 -3.126
H 2.577 -0.285 -2.392
H 1.364 0.376 -1.268
H 1.602 1.328 1.042

Record 2
51
Properties=species:S:1:pos:R:3 method="wB97M-V/def2-TZVPD" e_homo_ev="-6.74 / -6.69" total_charge=0 orbital_gap_ev="6.6 / 6.7"
Pd -0.600 -0.431 0.000
C -0.894 0.793 -2.740
N -0.263 -0.408 -2.177
C -0.852 -1.628 -2.756
C 1.187 -0.385 -2.370
C 1.661 -0.360 -3.670
C 3.014 -0.335 -3.957
C 3.892 -0.342 -2.888
C 3.432 -0.374 -1.585
C 2.059 -0.396 -1.252
N 1.488 -0.431 0.000
C 2.059 -0.394 1.252
C 3.432 -0.369 1.585
C 3.892 -0.336 2.889
C 3.014 -0.332 3.956
C 1.661 -0.360 3.671
C 1.187 -0.385 2.370
N -0.264 -0.409 2.177
C -0.852 -1.630 2.756
C -0.895 0.791 2.741
H -0.753 0.855 -3.823
H -0.456 1.676 -2.278
H -1.963 0.774 -2.535
H -0.704 -1.670 -3.840
H -1.918 -1.653 -2.544
H -0.386 -2.498 -2.299
H 0.959 -0.365 -4.495
H 3.369 -0.313 -4.978
H 4.961 -0.326 -3.060
H 4.186 -0.389 -0.827
H 4.186 -0.380 0.827
H 4.961 -0.317 3.059
H 3.369 -0.310 4.977
H 0.958 -0.365 4.495
H -0.704 -1.672 3.840
H -0.384 -2.499 2.299
H -1.917 -1.655 2.544
H -0.754 0.853 3.823
H -1.964 0.772 2.535
H -0.458 1.675 2.279
S -2.816 -1.571 0.000
C -3.323 0.073 0.000
C -4.669 0.486 0.000
C -4.958 1.830 0.000
C -3.916 2.762 0.000
C -2.623 2.286 0.000
N -2.328 0.982 0.000
H -5.442 -0.269 0.000
H -5.987 2.166 0.000
H -4.107 3.826 0.000
H -1.773 2.960 0.000